# 1
Here is a structure of composition C11H18Cl2LuN2 in a non-equilibrium geometry from the OMol25 dataset. Energies are from the ωB97M-V functional and the def2-TZVPD basis.

XYZ file:
```
34
Properties=species:S:1:pos:R:3
Lu -1.129 -2.104 -0.704
Cl -3.065 -1.974 0.781
Cl -0.838 -2.297 -3.126
C -1.063 -4.182 -0.378
H -0.496 -4.854 -1.053
H -1.516 -4.747 0.454
C -0.105 1.568 -0.971
C -1.099 0.757 -1.203
H 0.916 1.299 -1.256
C -2.497 1.027 -0.698
H -1.003 -0.064 -1.948
C -2.728 2.517 -0.369
H -3.254 0.672 -1.412
H -2.681 0.449 0.227
C -1.557 3.111 0.412
H -2.850 3.067 -1.312
H -3.658 2.636 0.195
C -0.235 2.931 -0.352
H -1.732 4.178 0.594
H -1.480 2.616 1.388
H -0.197 3.706 -1.138
H 0.615 3.133 0.316
C 4.285 -1.200 0.616
N 2.847 -1.125 0.825
C 2.205 -0.788 2.018
C 0.865 -0.906 1.786
N 0.682 -1.327 0.464
C 1.906 -1.447 -0.083
H 4.790 -0.562 1.350
H 4.648 -2.232 0.729
H 4.528 -0.863 -0.399
H 2.739 -0.500 2.905
H 0.024 -0.731 2.441
H 2.132 -1.764 -1.098
```

Values from the calculation:
net charge: -1
molecular weight: 424.15 g/mol
ΔE to the lowest compared entry with this formula, charge and spin: 110.7 kJ/mol
E_LUMO (alpha / beta): 2.376 / 2.376 eV
DFT total energy: -73346.1968 eV
HOMO-LUMO gap (alpha / beta): 3.29 / 3.29 eV

***

# 2
Here is a cluster of 4 separate species, C11H18Cl2N2OS in total in a non-equilibrium geometry from the OMol25 dataset. Energies are from the ωB97M-V functional and the def2-TZVPD basis.

XYZ file:
```
35
Properties=species:S:1:pos:R:3
C -0.014 -1.197 2.984
S -0.931 -2.316 1.905
O -0.648 -1.907 0.475
C -0.056 -3.920 2.155
H -0.423 -0.187 2.995
H 0.934 -0.998 2.484
H 0.088 -1.471 4.034
H -0.227 -4.444 3.095
H 1.015 -3.726 2.095
H -0.191 -4.663 1.369
N 2.962 -0.614 -2.046
C 1.892 -0.455 -1.167
C 1.515 0.902 -1.226
C 2.324 1.513 -2.212
C 3.278 0.586 -2.594
H 3.432 -1.484 -2.252
H 1.488 -1.348 -0.713
H 0.617 1.299 -0.778
H 2.222 2.536 -2.543
H 4.140 0.612 -3.244
N -2.413 0.026 -1.110
C -3.364 0.973 -1.164
C -3.368 1.548 -2.405
C -2.571 0.741 -3.225
C -1.840 -0.093 -2.353
H -2.156 -0.437 -0.250
H -3.796 1.237 -0.210
H -3.923 2.411 -2.744
H -2.318 0.869 -4.267
H -0.979 -0.736 -2.465
C 0.539 3.003 3.024
Cl 1.512 3.888 4.261
Cl 1.475 1.728 2.232
H -0.251 2.460 3.543
H 0.036 3.664 2.318
```

Values from the calculation:
molecular weight: 297.25 g/mol
E_LUMO: 0.345 eV
DFT total energy: -52604.4258 eV
HOMO-LUMO gap: 7.86 eV

***

# 3
Here is a cluster of 3 separate species, C11H18Cl4FN4O2S in total in a non-equilibrium geometry from the OMol25 dataset. Energies are from the ωB97M-V functional and the def2-TZVPD basis.

XYZ file:
```
41
Properties=species:S:1:pos:R:3
C -0.655 1.309 1.886
C -1.255 0.614 0.671
O -0.576 -0.045 -0.064
N -2.684 0.759 0.322
C -3.549 -0.299 0.896
C -3.172 -1.114 2.123
O -4.577 -0.540 0.328
N -3.171 2.055 0.523
C -3.163 2.879 -0.565
C -3.631 4.065 -0.141
F -3.792 5.141 -0.832
N -3.909 3.922 1.179
N -4.416 4.986 1.948
C -3.623 2.704 1.613
S -3.770 2.082 3.231
H -0.883 2.379 1.868
H -1.060 0.886 2.808
H 0.422 1.165 1.875
H -4.082 -1.552 2.522
H -2.506 -1.939 1.842
H -2.635 -0.549 2.883
H -2.830 2.542 -1.530
H -3.960 5.836 1.618
H -4.065 4.858 2.898
H -5.076 2.274 3.551
Cl 1.987 -3.466 -2.249
C 1.889 -1.719 -1.919
C 2.583 -0.901 -2.979
Cl 4.350 -1.122 -2.935
H 2.314 -1.538 -0.934
H 0.831 -1.461 -1.888
H 2.391 0.158 -2.815
H 2.236 -1.161 -3.976
Cl 5.822 -5.342 -0.254
C 6.097 -3.980 -1.371
C 7.297 -4.202 -2.256
Cl 8.826 -4.150 -1.342
H 6.202 -3.074 -0.778
H 5.201 -3.887 -1.983
H 7.349 -3.414 -3.007
H 7.243 -5.160 -2.768
```

Values from the calculation:
net charge: +1
molecular weight: 431.17 g/mol
E_LUMO: -4.073 eV
DFT total energy: -85387.6220 eV
HOMO-LUMO gap: 7.61 eV

***

# 4
Here is the molecule C11H18N2O2 in a non-equilibrium geometry from the OMol25 dataset. Energies are from the ωB97M-V functional and the def2-TZVPD basis.

XYZ file:
```
33
Properties=species:S:1:pos:R:3
C -3.018 0.939 -1.091
C -3.129 -0.503 -1.047
C -2.140 1.566 -0.327
C -2.231 -1.068 -0.179
C 2.275 0.654 -0.751
C 2.846 2.125 -0.432
C 1.550 -1.516 1.535
C -0.005 -1.196 -1.902
C -1.144 1.388 1.923
C 0.954 -1.898 0.292
C 0.265 -0.824 -0.481
N -1.348 0.890 0.577
N -1.069 -0.433 0.374
O 2.931 -0.155 -1.316
O 1.052 0.381 -0.306
H -3.589 1.599 -1.739
H -4.005 -1.022 -1.397
H -1.979 2.690 -0.362
H -2.207 -2.136 -0.087
H 2.539 2.488 0.609
H 3.869 2.075 -0.425
H 2.630 2.731 -1.264
H 1.802 -2.410 1.988
H 2.482 -0.922 1.398
H 0.933 -0.921 2.126
H -0.374 -0.384 -2.551
H 0.921 -1.503 -2.265
H -0.634 -2.091 -1.885
H -0.158 1.108 2.218
H -1.387 2.517 1.990
H -1.955 0.952 2.689
H 0.244 -2.641 0.413
H 1.634 -2.513 -0.364
```

Values from the calculation:
molecular weight: 210.28 g/mol
ΔE to the lowest compared entry with this formula, charge and spin: 551.8 kJ/mol
E_LUMO: 0.849 eV
DFT total energy: -18770.5441 eV
HOMO-LUMO gap: 8.09 eV

***

> What is the DFT total energy in the first record?

-73346.1968 eV

***

> What is the formula in the fourth record?

C11H18N2O2

***

> Look up the molecular weight of the second one.

297.25 g/mol